<w>
{
  "formula": "C4H11N2",
  "method": "ωB97M-V with the def2-TZVPD basis set",
  "lumo_ev": -5.30,
  "homo_lumo_gap_ha": 0.3330,
  "charge": 1,
  "homo_energy_ha": -0.52775,
  "species": ["N", "N", "C", "C", "C", "C", "H", "H", "H", "H", "H", "H", "H", "H", "H", "H", "H"],
  "positions_angstrom": [[1.567, -1.389, -0.140], [0.161, 0.495, -0.116], [2.582, 0.761, 0.045], [1.304, -0.068, -0.017], [-1.891, -0.682, 0.122], [-2.811, 0.344, -0.177], [2.443, 1.835, 0.057], [-0.187, 1.416, 0.087], [3.023, 0.575, -0.840], [3.159, 0.457, 0.877], [-3.275, 0.270, -1.242], [-3.602, 0.361, 0.722], [0.847, -2.029, 0.083], [2.473, -1.651, 0.155], [-1.721, -0.786, 1.101], [-1.688, -1.262, -0.725], [-2.383, 1.353, 0.009]],
  "nbo_charge": [-0.7507, -0.6802, -0.6695, 0.5281, 0.0882, -0.7503, 0.2435, 0.4100, 0.2432, 0.2389, 0.2706, 0.2934, 0.3983, 0.4096, 0.2047, 0.2286, 0.2935]
}



<x>
{
  "formula": "C4H11N2",
  "method": "ωB97M-V with the def2-TZVPD basis set",
  "lumo_ev": -3.13,
  "homo_lumo_gap_ha": 0.4342,
  "charge": 1,
  "homo_energy_ha": -0.54928,
  "species": ["N", "N", "C", "C", "C", "C", "H", "H", "H", "H", "H", "H", "H", "H", "H", "H", "H"],
  "positions_angstrom": [[-1.524, 0.041, 0.020], [0.180, 1.898, 0.742], [0.814, 0.735, 0.210], [-0.137, -0.391, -0.088], [0.733, -0.435, 1.115], [0.347, -1.488, -1.380], [0.380, -0.819, -2.165], [0.304, 2.687, 0.114], [1.339, -2.039, -1.200], [1.741, 0.669, -0.371], [0.082, -0.252, 2.076], [-2.068, -0.053, -0.818], [0.530, 2.093, 1.682], [1.646, -1.091, 1.266], [-0.269, -2.282, -1.662], [-1.190, 1.162, 0.240], [-1.913, -0.384, 0.913]],
  "nbo_charge": [-0.7487, -0.8239, -0.1225, 0.0960, -0.4258, -0.5905, 0.2104, 0.4098, 0.2457, 0.2421, 0.2154, 0.4489, 0.4193, 0.2779, 0.2310, 0.4668, 0.4480]
}



<y>
{
  "formula": "C4H11N2",
  "method": "ωB97M-V with the def2-TZVPD basis set",
  "lumo_ev": -3.44,
  "homo_lumo_gap_ha": 0.3878,
  "charge": 1,
  "homo_energy_ha": -0.51413,
  "species": ["N", "N", "C", "C", "C", "C", "H", "H", "H", "H", "H", "H", "H", "H", "H", "H", "H"],
  "positions_angstrom": [[-1.713, 0.965, 1.453], [-1.199, 0.529, -1.142], [2.153, -0.517, -0.094], [0.806, -0.980, -0.701], [-0.383, -0.249, -0.147], [-0.665, 0.080, 1.109], [-1.963, 0.960, -0.594], [0.858, -0.792, -1.772], [2.426, -1.100, 0.775], [2.948, -0.567, -0.827], [2.082, 0.528, 0.202], [-1.401, 1.918, 1.598], [0.685, -2.056, -0.567], [-0.641, 1.213, -1.650], [-2.188, 0.669, 2.297], [-1.637, -0.103, -1.818], [-0.170, -0.499, 1.881]],
  "nbo_charge": [-0.8750, -0.7067, -0.5978, -0.4636, 0.1151, 0.0070, 0.4678, 0.2190, 0.2280, 0.2353, 0.2087, 0.3997, 0.2545, 0.4395, 0.4072, 0.4399, 0.2213]
}



<z>
{
  "formula": "C4H11N2",
  "method": "ωB97M-V with the def2-TZVPD basis set",
  "lumo_ev": -3.62,
  "homo_lumo_gap_ha": 0.3630,
  "charge": 1,
  "homo_energy_ha": -0.49612,
  "species": ["N", "N", "C", "C", "C", "C", "H", "H", "H", "H", "H", "H", "H", "H", "H", "H", "H"],
  "positions_angstrom": [[-0.746, -0.646, -1.322], [1.415, -1.948, -0.408], [-1.102, 1.521, 1.286], [1.051, -0.594, 0.165], [-0.027, 0.044, -0.308], [-0.297, 1.484, -0.028], [-0.816, 2.099, -0.749], [1.468, -1.790, -1.418], [0.697, -2.635, -0.189], [-1.525, -0.245, -1.824], [-1.285, 2.577, 1.520], [1.837, -0.113, 0.743], [2.255, -2.196, 0.114], [-1.043, -1.547, -0.964], [0.678, 1.984, 0.052], [-2.011, 0.929, 1.214], [-0.549, 1.075, 2.118]],
  "nbo_charge": [-0.8316, -0.6903, -0.5924, -0.2134, 0.2631, -0.4641, 0.2483, 0.4599, 0.4346, 0.4184, 0.2362, 0.2420, 0.4576, 0.3698, 0.2337, 0.2145, 0.2136]
}



Which of them is least stable? Easy: <w>.



<w>
{
  "formula": "C4H11N2",
  "method": "ωB97M-V with the def2-TZVPD basis set",
  "lumo_ev": -3.13,
  "homo_lumo_gap_ha": 0.3661,
  "charge": 1,
  "homo_energy_ha": -0.48117,
  "species": ["N", "N", "C", "C", "C", "C", "H", "H", "H", "H", "H", "H", "H", "H", "H", "H", "H"],
  "positions_angstrom": [[-2.035, 0.672, -0.186], [0.886, -1.193, -0.180], [1.432, 1.353, 0.179], [0.520, 0.300, -0.335], [-0.518, -1.639, 0.166], [-0.889, 0.216, 0.394], [1.013, 2.319, -0.073], [1.315, -1.591, -0.975], [-0.727, 0.375, 1.445], [-2.204, 0.750, -1.172], [-2.785, 0.963, 0.339], [-0.965, -2.030, -0.742], [-0.543, -2.438, 0.943], [1.241, 1.369, 1.325], [2.416, 1.444, -0.311], [0.348, 0.522, -1.447], [1.496, -1.393, 0.629]],
  "nbo_charge": [-0.8029, -0.5274, -0.6713, -0.0552, -0.3264, 0.0625, 0.2650, 0.4315, 0.2194, 0.4037, 0.4056, 0.2112, 0.2291, 0.2292, 0.2623, 0.2299, 0.4338]
}



<x>
{
  "formula": "C4H11N2",
  "method": "ωB97M-V with the def2-TZVPD basis set",
  "lumo_ev": -3.25,
  "homo_lumo_gap_ha": 0.3600,
  "charge": 1,
  "homo_energy_ha": -0.47943,
  "species": ["N", "N", "C", "C", "C", "C", "H", "H", "H", "H", "H", "H", "H", "H", "H", "H", "H"],
  "positions_angstrom": [[-2.779, 0.224, 0.757], [0.096, -0.498, -1.471], [2.079, 1.003, 0.744], [-1.586, -0.124, 0.228], [-1.286, -0.156, -1.076], [2.369, -0.262, 1.015], [0.202, -1.489, -1.699], [1.904, 1.695, 1.560], [-1.938, 0.084, -1.900], [0.387, 0.037, -2.290], [0.756, -0.278, -0.705], [2.136, 1.429, -0.251], [-2.995, -0.028, 1.707], [2.648, -0.985, 0.255], [-3.575, 0.286, 0.141], [2.384, -0.615, 2.037], [-0.801, -0.323, 0.949]],
  "nbo_charge": [-0.7572, -0.6876, -0.4028, 0.0660, -0.2432, -0.4012, 0.4327, 0.2253, 0.2295, 0.4401, 0.4596, 0.1936, 0.4138, 0.1913, 0.4020, 0.2233, 0.2149]
}



Which of them is least stable? Easy: <w>.



<w>
{
  "formula": "C4H11N2",
  "method": "ωB97M-V with the def2-TZVPD basis set",
  "lumo_ev": -4.64,
  "homo_lumo_gap_ha": 0.3495,
  "charge": 1,
  "homo_energy_ha": -0.52000,
  "species": ["N", "N", "C", "C", "C", "C", "H", "H", "H", "H", "H", "H", "H", "H", "H", "H", "H"],
  "positions_angstrom": [[-0.887, -1.363, 0.342], [1.433, -0.231, -0.199], [0.453, 0.631, -0.020], [-1.043, 0.064, 0.290], [-2.478, 0.576, -0.483], [2.835, 0.095, -0.063], [-2.604, 1.677, -0.330], [-1.167, -1.711, 1.239], [3.097, 1.204, -0.094], [-2.604, 0.191, -1.412], [3.468, -0.483, -0.862], [-1.308, -1.822, -0.387], [3.180, -0.160, 0.905], [-1.166, 0.555, 1.264], [0.701, 1.699, 0.144], [-3.236, 0.243, 0.218], [1.326, -1.164, -0.550]],
  "nbo_charge": [-0.8618, -0.4277, 0.2917, -0.0901, -0.5776, -0.4518, 0.2347, 0.3964, 0.2422, 0.2187, 0.2492, 0.3813, 0.2409, 0.2357, 0.2301, 0.2334, 0.4548]
}



<x>
{
  "formula": "C4H11N2",
  "method": "ωB97M-V with the def2-TZVPD basis set",
  "lumo_ev": -4.16,
  "homo_lumo_gap_ha": 0.3715,
  "charge": 1,
  "homo_energy_ha": -0.52451,
  "species": ["N", "N", "C", "C", "C", "C", "H", "H", "H", "H", "H", "H", "H", "H", "H", "H", "H"],
  "positions_angstrom": [[-0.710, -1.049, 0.735], [-0.860, 1.471, 1.558], [0.055, 1.552, 0.652], [-0.408, -0.120, -1.581], [1.508, -0.840, -0.279], [0.119, -0.368, -0.117], [-1.685, -1.337, 0.307], [-0.251, -1.625, 1.415], [2.170, -1.116, 0.576], [2.035, -0.001, -0.744], [0.238, 0.725, -2.054], [-1.151, 0.508, 1.824], [-1.469, 0.246, -1.441], [-0.360, -1.137, -2.107], [0.438, 2.392, 0.166], [1.531, -1.576, -1.067], [-1.199, 2.275, 2.158]],
  "nbo_charge": [-0.8622, -0.6536, 0.1954, -0.6575, -0.6898, 0.2916, 0.4319, 0.4189, 0.2448, 0.2367, 0.2479, 0.4298, 0.2208, 0.2517, 0.2105, 0.2469, 0.4363]
}



<y>
{
  "formula": "C4H11N2",
  "method": "ωB97M-V with the def2-TZVPD basis set",
  "lumo_ev": -6.61,
  "homo_lumo_gap_ha": 0.2533,
  "charge": 1,
  "homo_energy_ha": -0.49605,
  "species": ["N", "N", "C", "C", "C", "C", "H", "H", "H", "H", "H", "H", "H", "H", "H", "H", "H"],
  "positions_angstrom": [[-0.445, 0.621, -2.342], [-2.282, 0.836, 1.075], [0.372, 0.637, -1.242], [0.424, -0.390, -0.330], [1.267, -0.410, 0.760], [1.296, -1.579, 1.702], [-0.159, -1.291, -0.505], [2.113, -1.408, 2.391], [-1.387, 0.691, 0.635], [1.047, 1.493, -1.153], [-1.402, 0.941, -2.208], [0.003, 0.990, -3.173], [2.170, 0.195, 0.779], [0.345, -1.649, 2.219], [1.419, -2.508, 1.142], [-2.283, 0.633, 2.071], [-2.496, 1.827, 0.975]],
  "nbo_charge": [-0.7819, -1.0732, 0.3058, -0.3882, 0.1937, -0.7031, 0.2612, 0.2525, 0.3275, 0.2101, 0.4476, 0.4184, 0.2280, 0.2728, 0.2826, 0.3776, 0.3687]
}



Which of them is least stable? Easy: <y>.



<w>
{
  "formula": "C4H11N2",
  "method": "ωB97M-V with the def2-TZVPD basis set",
  "lumo_ev": -3.96,
  "homo_lumo_gap_ha": 0.4197,
  "charge": 1,
  "homo_energy_ha": -0.56522,
  "species": ["N", "N", "C", "C", "C", "C", "H", "H", "H", "H", "H", "H", "H", "H", "H", "H", "H"],
  "positions_angstrom": [[0.388, -0.318, 0.979], [2.165, 1.130, 1.044], [-1.073, -0.846, -1.730], [-1.591, -0.208, -0.400], [1.691, -0.103, 1.088], [-0.551, 0.606, 0.374], [-1.874, -1.058, 0.232], [-1.473, -1.857, -1.776], [3.158, 1.257, 1.057], [-0.908, 1.310, 1.140], [1.698, 1.849, 0.512], [2.280, -0.882, 1.554], [0.138, -1.284, 1.047], [0.006, -0.948, -1.620], [-2.518, 0.320, -0.612], [-1.446, -0.317, -2.598], [-0.091, 1.349, -0.291]],
  "nbo_charge": [-0.4806, -0.7093, -0.6111, -0.4125, 0.3926, -0.2547, 0.2031, 0.2293, 0.4309, 0.2386, 0.4222, 0.2406, 0.4306, 0.1913, 0.2471, 0.2365, 0.2055]
}



<x>
{
  "formula": "C4H11N2",
  "method": "ωB97M-V with the def2-TZVPD basis set",
  "lumo_ev": -5.08,
  "homo_lumo_gap_ha": 0.2711,
  "charge": 1,
  "homo_energy_ha": -0.45767,
  "species": ["N", "N", "C", "C", "C", "C", "H", "H", "H", "H", "H", "H", "H", "H", "H", "H", "H"],
  "positions_angstrom": [[-1.369, -1.167, 0.973], [2.066, -0.233, 0.150], [2.595, 0.936, 0.181], [-1.150, -0.354, -0.144], [-1.598, 1.081, 0.061], [-0.492, -0.846, -1.271], [3.580, 1.071, 0.655], [-1.108, 1.461, 0.978], [-0.140, -1.912, -1.402], [-2.184, -0.850, 1.491], [-2.639, 1.119, 0.491], [-0.466, -0.119, -2.116], [2.654, -1.049, 0.422], [1.992, 1.779, -0.134], [-1.383, 1.667, -0.855], [1.106, -0.398, -0.252], [-1.465, -2.188, 0.772]],
  "nbo_charge": [-0.8169, -0.5871, 0.1365, 0.2513, -0.6837, -0.6508, 0.2359, 0.2334, 0.2367, 0.3891, 0.2511, 0.2336, 0.4392, 0.2291, 0.2441, 0.4603, 0.3981]
}



Which of them is least stable? Easy: <x>.



<w>
{
  "formula": "C8H11N2",
  "method": "ωB97M-V with the def2-TZVPD basis set",
  "lumo_ev": [-6.02, -6.02],
  "homo_lumo_gap_ha": [0.2165, 0.2162],
  "charge": 1,
  "homo_energy_ha": [-0.43761, -0.43740],
  "species": ["N", "N", "C", "C", "C", "C", "C", "C", "C", "C", "H", "H", "H", "H", "H", "H", "H", "H", "H", "H", "H"],
  "positions_angstrom": [[0.914, -1.000, -0.167], [2.625, 0.319, -0.151], [-3.751, -0.267, 0.120], [-4.972, 0.287, 0.640], [-2.773, -0.760, -0.368], [-0.178, -1.748, -0.672], [3.727, 1.109, -0.632], [1.466, -1.052, 1.158], [2.575, -0.243, 1.068], [1.675, -0.186, -0.895], [1.445, 0.220, -1.903], [-0.478, -2.532, 0.042], [4.052, 1.803, 0.098], [0.896, -1.554, 1.853], [-0.561, -1.731, -1.630], [-5.089, -0.070, 1.671], [-4.956, 1.439, 0.481], [-5.821, -0.140, 0.069], [4.556, 0.493, -0.992], [3.391, 0.016, 1.779], [3.444, 1.627, -1.676]],
  "nbo_charge": [-0.3514, -0.2763, -0.1417, -0.7035, -0.1556, 0.0167, -0.4276, -0.0141, -0.0197, 0.2895, 0.2640, 0.2455, 0.2471, 0.2623, 0.2545, 0.2470, 0.2468, 0.2500, 0.2463, 0.2716, 0.2488]
}



<x>
{
  "formula": "C8H11N2",
  "method": "ωB97M-V with the def2-TZVPD basis set",
  "lumo_ev": [-4.93, -4.93],
  "homo_lumo_gap_ha": [0.2949, 0.2949],
  "charge": 1,
  "homo_energy_ha": [-0.47611, -0.47609],
  "species": ["N", "N", "C", "C", "C", "C", "C", "C", "C", "C", "H", "H", "H", "H", "H", "H", "H", "H", "H", "H", "H"],
  "positions_angstrom": [[-0.482, -0.301, -0.171], [-0.273, 1.888, 0.198], [1.065, 1.631, 0.441], [3.549, -0.529, -0.548], [-2.505, 1.094, -0.402], [-1.730, -2.181, 0.579], [-1.067, 0.834, -0.113], [1.540, 0.417, 0.350], [2.493, -0.592, 0.287], [-0.855, -1.612, -0.247], [4.307, -1.294, -0.540], [-3.015, 1.405, 0.510], [-2.986, 0.198, -0.784], [-2.230, -1.625, 1.357], [-0.635, 2.830, 0.235], [2.364, -1.438, 0.956], [1.667, 2.471, 0.762], [-2.604, 1.894, -1.135], [-0.331, -2.172, -1.009], [3.699, 0.305, -1.215], [-1.971, -3.225, 0.490]],
  "nbo_charge": [-0.3973, -0.5415, -0.0906, -0.1570, -0.6846, -0.3473, 0.5058, 0.3015, -0.3703, -0.0627, 0.2268, 0.2574, 0.2604, 0.2062, 0.4388, 0.2559, 0.2797, 0.2532, 0.2226, 0.2137, 0.2292]
}



Which of them is least stable? Easy: <w>.